{"formula": "C5H9NOS", "method": "the ωB97M-V functional and the def2-TZVPD basis", "relative_energy_kj_mol": 562.9, "total_charge": 0, "gap_ev": [6.7020, 7.4589], "homo_energy_ha": [-0.280, -0.284], "largest_force_ev_per_a": 4.26, "energy_ev": -19698.4692, "symbols": ["N", "H", "H", "C", "H", "C", "H", "C", "C", "S", "H", "H", "H", "C", "H", "O", "H"], "coordinates": [[3.086, -1.756, 2.029], [-4.556, -0.166, -0.004], [-0.057, -0.872, 1.290], [-3.570, 0.045, -0.600], [-1.684, 1.516, -0.137], [2.742, 0.744, -0.308], [-3.596, 1.010, -0.989], [2.641, -1.332, 1.039], [-1.601, 0.659, 0.501], [0.177, 0.206, 0.572], [1.852, 1.428, -0.315], [3.141, 0.608, -1.409], [-3.553, -0.697, -1.361], [2.107, -0.652, -0.021], [3.585, 0.866, 0.356], [-2.485, -0.287, 0.249], [1.771, -1.319, -0.893]], "forces_ev_per_angstrom": [[-0.430, 0.119, -0.907], [1.771, 0.608, -1.007], [-0.246, -0.492, 0.479], [-2.628, -2.622, 2.088], [-0.373, 0.997, -0.262], [-0.454, -2.267, -3.318], [0.381, 1.763, -0.461], [0.984, -1.079, 2.746], [1.574, -1.368, -0.489], [-0.460, 0.138, 0.981], [1.735, 0.260, 0.148], [-0.541, 0.881, 2.088], [-0.058, -0.416, -0.989], [-1.863, 0.843, -2.978], [-0.180, 0.776, 0.196], [-0.087, 0.680, 0.485], [0.874, 1.178, 1.200]], "mulliken_charge": [-0.483, 0.215, 0.144, -0.633, 0.163, -0.922, 0.370, 0.354, -0.163, 0.038, 0.273, 0.228, 0.244, -0.331, 0.346, -0.208, 0.364]}